Here is a molecular structure, C29H43Ge2N6O2RuS2 in a non-equilibrium geometry from the OMol25 dataset. Energies are from wB97M-V/def2-TZVPD.

Properties
Relative energy (zero: lowest compared OMol25 entry of this formula, charge and spin) in kJ/mol: 285.93
Spin multiplicity: 5
LUMO (spin up / spin down) in eV: -8.60 / -11.15
HOMO (spin up / spin down) in eV: -15.3 / -15.8
Charge: +3
Frontier orbital gap (spin up / spin down) in eV: 6.66 / 4.68

Positions of all 85 atoms, in Å:
Ru1 -3.8446 -4.4461 19.1915
N1 -10.2527 -9.4534 20.3144
C1 -9.2920 -8.6331 20.7743
C2 -8.2512 -9.1795 21.5564
C3 -7.1040 -8.4259 21.7612
C4 -7.0980 -7.0528 21.4749
C5 -8.2157 -6.4750 20.8736
C6 -9.2532 -7.2622 20.4090
S1 -5.6304 -6.1158 22.0363
O1 -5.0181 -6.9061 23.0572
O2 -6.1709 -4.8146 22.3951
N2 -4.5887 -5.8331 20.7753
C7 -3.7651 -6.8770 20.3271
N3 -3.7030 -8.1445 20.7067
C8 -2.9452 -8.9304 19.9018
C9 -2.1794 -8.4461 18.8103
C10 -2.3472 -7.1241 18.4093
N4 -3.0967 -6.3481 19.2238
H1 -10.4183 -10.3529 20.7247
H2 -11.0795 -9.0333 19.9347
H3 -8.3301 -10.1725 21.9753
H4 -6.1872 -8.8561 22.2304
H5 -8.3548 -5.4143 20.8819
H6 -10.0087 -6.8356 19.7900
H7 -2.9570 -9.9591 20.2681
H8 -1.4850 -9.0882 18.2448
H9 -2.0584 -6.6588 17.4624
C11 0.6853 -2.6086 19.4560
C12 -0.5623 -3.4824 19.4042
Ge1 -2.0743 -2.6891 18.3274
C13 -1.3275 -2.1081 16.5305
C14 -0.9395 -0.6242 16.4391
C15 -3.0005 -1.1007 18.9543
C16 -3.3909 -0.9707 20.2227
Ge2 -4.5860 -2.5930 20.5979
C17 -6.3027 -1.6434 20.5159
C18 -7.4328 -2.4777 21.1105
C19 -3.5029 -3.1579 22.1925
C20 -4.0926 -2.6423 23.5446
C21 -3.0235 -0.0144 21.2385
C22 -3.7800 0.3036 22.3623
C23 -3.3248 1.2979 23.2150
C24 -2.1166 1.9529 23.0234
C25 -1.3023 1.5529 21.9603
C26 -1.7645 0.6231 21.0360
H10 1.4115 -3.1655 20.0727
H11 0.6280 -1.6049 19.8994
H12 1.1769 -2.4099 18.4770
H13 -0.9465 -3.7694 20.3896
H14 -0.3002 -4.3912 18.8906
H15 -1.9431 -2.4598 15.7256
H16 -0.4442 -2.6905 16.4292
H17 -1.7758 0.0314 16.3178
H18 -0.2569 -0.4843 15.6272
H19 -0.3572 -0.3158 17.3604
H20 -3.1100 -0.2399 18.2715
H21 -6.4884 -1.3908 19.5054
H22 -6.1554 -0.6785 21.0141
H23 -7.0174 -3.4455 21.4710
H24 -8.1606 -2.7365 20.3136
H25 -7.8955 -1.9071 21.9194
H26 -2.4661 -2.8690 22.0573
H27 -3.4932 -4.2550 22.1685
H28 -5.1988 -2.3923 23.5800
H29 -3.5760 -1.6964 23.7905
H30 -3.9462 -3.3624 24.3562
H31 -4.7422 -0.1236 22.5016
H32 -3.9805 1.5352 24.0606
H33 -1.8911 2.7871 23.6847
H34 -0.3143 2.0364 21.7619
H35 -1.2069 0.3152 20.1754
C27 -8.2696 -4.5574 17.7216
N5 -6.7918 -4.4433 17.6270
C28 -6.0307 -3.3987 17.2681
S2 -4.2089 -3.6499 17.1599
N6 -6.6369 -2.2458 16.8964
C29 -6.0059 -1.0319 16.2916
H36 -8.4975 -5.3411 18.4602
H37 -8.7035 -4.8686 16.7646
H38 -8.7286 -3.6310 18.0719
H39 -6.4022 -5.3930 17.6131
H40 -7.6831 -2.2614 16.8517
H41 -5.1764 -0.7125 16.9724
H42 -6.6737 -0.2079 16.1818
H43 -5.5539 -1.3131 15.3370

These are the Löwdin partial charges, in e, on atoms 1 to 2: 0.71 0.28



Here is a molecular structure, C29H44BrF3IN8O4RbS2 from the OMol25 dataset. Energies are from wB97M-V/def2-TZVPD.

Properties
Relative energy (zero: lowest compared OMol25 entry of this formula, charge and spin) in kJ/mol: 57.62
LUMO in eV: 0.17
HOMO in eV: -8.0
Charge: 0
Frontier orbital gap in eV: 8.13

Positions of all 93 atoms, in Å:
Rb1 0.7451 -0.1033 -0.1483
Br1 -6.4194 -1.7904 -3.7130
C1 -5.0139 -2.3923 -2.5856
C2 -4.6024 -1.6013 -1.5256
C3 -3.5650 -2.0317 -0.7153
C4 -2.9351 -3.2453 -0.9748
C5 -3.3668 -4.0349 -2.0358
C6 -4.4093 -3.6097 -2.8446
N1 -1.8472 -3.6527 -0.1872
C7 -0.7250 -3.1832 -0.5055
C8 0.5070 -3.5464 0.2383
C9 0.4381 -4.2448 1.4398
C10 1.6167 -4.5504 2.0922
C11 2.8169 -4.1542 1.5222
C12 2.7806 -3.4548 0.3271
N2 1.6560 -3.1428 -0.3087
H1 -5.0764 -0.6476 -1.3403
H2 -3.2191 -1.4138 0.1027
H3 -2.8693 -4.9746 -2.2363
H4 -4.7383 -4.2152 -3.6777
H5 -0.5983 -2.4909 -1.3415
H6 -0.5296 -4.5211 1.8317
H7 1.6028 -5.0831 3.0339
H8 3.7643 -4.3649 1.9979
H9 3.7011 -3.1215 -0.1363
F1 1.4696 2.7307 2.8089
C13 2.6756 2.1956 2.4793
F2 3.2289 3.0272 1.5757
F3 3.4389 2.2425 3.5904
C14 2.5113 0.7295 1.9588
O1 1.7446 0.0336 2.6464
O2 3.1138 0.4403 0.9176
N3 0.3375 4.4100 0.0994
C15 -0.0785 3.2088 -0.3476
O3 0.6530 2.4717 -0.9965
C16 -1.4965 2.8221 -0.0069
I1 -2.8563 3.7467 -1.3726
H10 1.3172 4.6289 0.0237
H11 -0.2267 4.9497 0.7309
H12 -1.7876 3.1305 0.9927
H13 -1.6397 1.7544 -0.1294
C17 -1.7058 0.7397 -5.3540
N4 -2.0102 0.1585 -4.0562
C18 -2.8305 -1.0397 -3.9923
C19 -1.3567 0.5914 -2.9734
O4 -1.4552 0.1092 -1.8539
H14 -2.3423 0.2718 -6.1014
H15 -0.6627 0.5645 -5.6265
H16 -1.9083 1.8113 -5.3596
H17 -3.8489 -0.8257 -4.3227
H18 -2.8610 -1.3913 -2.9610
H19 -2.4076 -1.8219 -4.6268
H20 -0.7189 1.4657 -3.1728
C20 -0.3235 2.4276 5.8707
C21 -0.1478 0.9383 5.5810
N5 -0.4990 0.5740 4.2234
C22 -1.7343 0.4086 3.7455
S1 -1.9907 0.0742 2.1058
N6 -2.7603 0.5011 4.6136
C23 -4.1612 0.3944 4.2428
C24 -4.7439 1.7077 3.7420
H21 -0.0600 2.6513 6.9047
H22 -1.3523 2.7507 5.7032
H23 0.3210 3.0111 5.2147
H24 -0.7155 0.3290 6.2923
H25 0.8979 0.6606 5.7103
H26 0.2691 0.4743 3.5577
H27 -2.5561 0.7667 5.5631
H28 -4.6996 0.0453 5.1259
H29 -4.2440 -0.3717 3.4731
H30 -4.6697 2.4858 4.5032
H31 -5.7953 1.5815 3.4836
H32 -4.2073 2.0325 2.8509
C25 4.0061 2.9148 -1.5727
C26 3.9032 2.0561 -2.8230
N7 2.7630 1.1462 -2.7740
C27 2.7665 -0.1801 -3.0222
S2 1.4170 -0.9357 -3.6865
N8 3.8683 -0.9048 -2.7221
C28 4.8133 -0.6421 -1.6375
C29 6.2593 -0.6574 -2.1057
H33 4.8644 3.5838 -1.6448
H34 4.0956 2.3053 -0.6745
H35 3.1053 3.5189 -1.4632
H36 4.8058 1.4761 -2.9880
H37 3.7836 2.6967 -3.7029
H38 1.8611 1.5744 -2.9127
H39 3.7437 -1.8748 -2.9681
H40 4.6685 -1.4029 -0.8674
H41 4.5483 0.2939 -1.1561
H42 6.5133 -1.6207 -2.5494
H43 6.9271 -0.4866 -1.2614
H44 6.4485 0.1118 -2.8551

These are the Löwdin partial charges, in e, on atoms 1 to 2: 0.85 0.74



Here is a molecular structure, C29H44CdI2NO5S3 from the OMol25 dataset. Energies are from wB97M-V/def2-TZVPD.

Properties
Relative energy (zero: lowest compared OMol25 entry of this formula, charge and spin) in kJ/mol: 0.00
LUMO in eV: 1.93
HOMO in eV: -5.1
Charge: -1
Frontier orbital gap in eV: 7.07

Positions of all 85 atoms, in Å:
Cd1 -0.4897 -0.5336 -0.1114
C1 0.2322 0.1655 1.8631
C2 1.5261 -0.4989 1.7715
C3 1.3928 -1.7394 2.4144
C4 0.0465 -1.8361 2.8850
C5 -0.6636 -0.6944 2.5994
C6 -2.0418 -0.3193 3.0985
C7 -2.7613 0.6197 2.1271
C8 -2.9003 -1.5700 3.2978
C9 -1.8854 0.4018 4.4471
C10 2.2714 -2.9922 2.4765
C11 3.7600 -2.7442 2.7429
C12 1.7997 -3.9003 3.6265
C13 2.1159 -3.7854 1.1708
C14 2.7218 0.2385 1.1615
C15 3.3224 -0.5086 -0.0338
C16 2.3077 1.6148 0.6094
C17 3.7804 0.5222 2.2383
H1 0.1274 1.2431 1.8592
H2 -0.3674 -2.6984 3.3775
H3 -2.9245 0.1506 1.1539
H4 -2.2018 1.5447 1.9750
H5 -3.7398 0.8922 2.5282
H6 -2.9954 -2.1294 2.3655
H7 -3.8992 -1.2900 3.6367
H8 -2.4671 -2.2322 4.0470
H9 -1.2984 1.3137 4.3319
H10 -1.3737 -0.2395 5.1644
H11 -2.8607 0.6741 4.8561
H12 3.9102 -2.2559 3.7065
H13 4.2404 -2.1472 1.9779
H14 4.2772 -3.7065 2.7734
H15 1.7077 -3.3440 4.5589
H16 2.5243 -4.7028 3.7748
H17 0.8406 -4.3668 3.4102
H18 2.5510 -3.2578 0.3222
H19 1.0613 -3.9604 0.9472
H20 2.6112 -4.7557 1.2555
H21 2.6344 -0.4988 -0.8828
H22 3.5465 -1.5465 0.1766
H23 4.2431 -0.0244 -0.3649
H24 1.5446 1.5382 -0.1687
H25 3.1826 2.0887 0.1607
H26 1.9418 2.2777 1.3929
H27 4.2220 -0.3814 2.6480
H28 3.3309 1.0758 3.0636
H29 4.5821 1.1312 1.8154
I1 0.1531 -2.5698 -2.0801
I2 2.2298 -1.3523 -3.8106
C18 2.3470 3.0898 -5.5809
C19 1.5382 3.7991 -4.5350
C20 0.5876 4.7509 -4.8807
C21 -0.1958 5.3745 -3.9200
C22 -0.0244 5.0354 -2.5921
C23 0.9309 4.1046 -2.2149
C24 1.7044 3.4946 -3.1860
S1 -2.4501 5.2715 -1.6742
O1 -2.8977 5.7567 -0.3804
O2 -0.8152 5.5995 -1.6015
N1 -2.2877 3.6408 -1.7169
C25 -3.3684 2.7853 -2.1721
C26 -2.7877 1.5549 -2.8701
C27 -1.9764 0.7543 -1.8758
O3 -0.7783 1.0922 -1.6731
O4 -2.5240 -0.1717 -1.2368
H30 2.1377 3.4860 -6.5741
H31 2.1190 2.0238 -5.5845
H32 3.4156 3.1932 -5.3915
H33 0.4449 5.0047 -5.9226
H34 -0.9397 6.1060 -4.2018
H35 1.0339 3.8431 -1.1722
H36 2.4234 2.7393 -2.8945
H37 -1.6173 3.2289 -1.0767
H38 -3.9634 3.3630 -2.8814
H39 -4.0222 2.4827 -1.3469
H40 -2.1366 1.8917 -3.6776
H41 -3.5883 0.9277 -3.2635
C28 -4.4683 -5.9688 -1.5089
O5 -3.6299 -4.9849 -0.9122
C29 -2.4739 -4.6810 -1.5112
S2 -1.8900 -5.4056 -2.8570
S3 -1.6753 -3.4710 -0.5410
H42 -5.4584 -5.7871 -1.0977
H43 -4.1180 -6.9655 -1.2366
H44 -4.4646 -5.8690 -2.5946

These are the Löwdin partial charges, in e, on atoms 1 to 2: 1.34 -0.21



Here is a molecular structure, C29H44Cl3F6N3NaO14PSV in a non-equilibrium geometry from the OMol25 dataset. Energies are from wB97M-V/def2-TZVPD.

Properties
LUMO in eV: -6.71
HOMO in eV: -8.1
Charge: +1
Frontier orbital gap in eV: 1.35

Positions of all 103 atoms, in Å:
N1 2.7393 -1.4270 0.6747
C1 1.7446 -0.6399 -0.1489
C2 1.4303 0.8442 0.5359
C3 0.1960 1.5085 -0.3158
C4 0.7375 2.4851 -1.5634
C5 -0.4186 3.2016 -2.4597
C6 -1.9834 2.9582 -2.0478
N2 -2.4389 2.0578 -0.8754
P1 -4.2105 2.0458 -0.6906
O1 -4.7484 0.7694 -1.5175
O2 -4.8160 2.0302 0.9323
O3 -5.0182 3.4256 -1.4683
C7 -1.4315 1.2811 0.0042
C8 -1.9495 0.3012 1.2024
F1 -2.4242 1.1012 2.3952
F2 -0.9115 -0.6022 1.8049
C9 -3.0906 -0.8290 0.7239
C10 -4.4829 -1.1317 1.5422
C11 -5.5079 -2.2678 0.8682
C12 -5.1307 -3.0606 -0.5510
C13 -3.7215 -2.7672 -1.3403
C14 -3.2073 -3.5063 -2.7175
F3 -1.7484 -3.2409 -3.0039
F4 -3.9355 -3.0417 -3.9504
F5 -3.3130 -4.9704 -2.4854
C15 -2.7204 -1.6316 -0.6892
H1 3.1326 -0.7789 1.3972
H2 2.3321 -2.2933 1.0918
H3 2.2767 -0.4038 -1.1909
H4 0.7632 -1.2320 -0.4296
H5 2.4386 1.4650 0.3848
H6 1.2492 0.7852 1.6950
H7 1.8984 2.6367 -1.7866
H8 -0.0802 3.8811 -3.3573
H9 -2.7651 3.5281 -2.7495
H10 -5.8326 2.0948 0.8670
H11 -4.5522 4.2775 -1.1543
H12 -4.7498 -0.5674 2.5573
H13 -6.5251 -2.5399 1.4114
H14 -5.8602 -3.8822 -0.9876
H15 -1.7070 -1.3699 -1.2460
C16 0.4570 -5.3114 -5.1380
O4 0.7605 -5.4130 -3.9250
O5 -0.6338 -4.5740 -5.2899
O6 0.9955 -5.7734 -6.1688
H16 -0.7048 -4.4396 -4.3230
O7 -3.9713 -7.4034 -4.4287
H17 -3.4789 -6.7663 -3.9440
O8 1.1426 1.3638 -7.1079
V1 1.0749 0.8276 -5.4363
O9 1.0072 0.2914 -3.7647
N3 2.2749 2.5571 3.4401
H18 2.8413 2.5509 2.5837
H19 2.4368 1.6888 3.9638
H20 2.5406 3.3613 4.0205
H21 1.2808 2.6272 3.1926
O10 1.0262 7.9657 3.4476
S1 2.2378 7.7026 4.1938
O11 2.8589 6.3930 4.2094
O12 2.0333 8.2067 5.7304
C17 0.9499 7.6747 6.4816
C18 1.2087 6.2366 6.8931
C19 3.4700 8.8857 3.7172
H22 0.0135 7.7635 5.9211
H23 0.8474 8.2894 7.3822
H24 1.2557 5.5764 6.0218
H25 0.4123 5.8686 7.5464
H26 2.1669 6.1499 7.4167
H27 3.0310 9.8858 3.7315
H28 3.7991 8.6353 2.7068
H29 4.3126 8.8181 4.4080
C20 3.3288 5.5876 -5.0762
C21 2.8495 5.0333 -3.7243
C22 4.0509 4.4560 -2.9573
O13 2.0090 4.0425 -3.9666
H30 3.7999 4.8184 -5.7024
H31 2.5002 6.0246 -5.6474
H32 4.0710 6.3797 -4.9209
H33 2.5140 5.9048 -3.1443
H34 4.5488 3.6451 -3.5051
H35 3.7512 4.0645 -1.9770
H36 4.8003 5.2369 -2.7810
Na1 1.0749 -7.9227 -5.3725
O14 3.2282 -4.1510 1.6722
H37 4.1585 -4.2440 1.4177
H38 3.0380 -4.9634 2.1648
F6 -5.1899 -4.8304 2.0002
C23 -4.0166 -5.4047 2.2975
C24 -3.0363 -4.6620 2.9463
C25 -1.8165 -5.2610 3.2607
C26 -1.5864 -6.5943 2.9124
C27 -2.5748 -7.3299 2.2568
C28 -3.7985 -6.7339 1.9527
H39 -3.2298 -3.6252 3.2015
H40 -1.0464 -4.6913 3.7748
H41 -0.6332 -7.0598 3.1538
H42 -2.3919 -8.3662 1.9831
H43 -4.5811 -7.2936 1.4513
C29 5.0727 -10.4368 -3.3657
Cl1 3.6929 -10.4543 -4.4773
Cl2 5.0341 -8.9861 -2.3490
Cl3 5.0834 -11.8983 -2.3643
H44 5.9914 -10.4181 -3.9576

These are the Löwdin partial charges, in e, on atoms 1 to 2: -0.03 -0.24



Here is a molecular structure, C29H44Cl4FGeN5O10RhSSi3 from the OMol25 dataset. Energies are from wB97M-V/def2-TZVPD.

Properties
Spin multiplicity: 2
LUMO (spin up / spin down) in eV: -0.70 / -2.17
HOMO (spin up / spin down) in eV: -7.2 / -7.2
Charge: 0
Frontier orbital gap (spin up / spin down) in eV: 6.52 / 5.04

Positions of all 99 atoms, in Å:
Rh1 -0.8658 1.0910 -0.9377
Cl1 -6.9626 1.8790 -3.7036
C1 -5.5466 2.0953 -2.7409
C2 -5.4650 3.1456 -1.8343
Cl2 -6.7701 4.2642 -1.6824
C3 -4.3194 3.3044 -1.0511
Cl3 -4.1559 4.6518 0.0152
C4 -3.2604 2.4046 -1.1509
O1 -2.1611 2.4921 -0.4106
C5 -3.3351 1.3572 -2.0933
O2 -2.2942 0.5311 -2.1783
C6 -4.4738 1.2131 -2.8762
Cl4 -4.5284 -0.0916 -4.0089
C7 6.3130 -0.8473 0.3381
C8 5.9184 -1.9594 -0.6183
S1 4.3399 -1.7034 -1.4071
O3 3.9117 -2.9658 -1.9557
O4 3.4624 -0.9931 -0.5055
C9 4.6578 -0.6033 -2.7810
C10 3.5225 -0.6982 -3.8028
N1 2.1866 -0.7263 -3.2037
C11 1.6455 0.2860 -2.4887
N2 0.4966 -0.0889 -1.9395
C12 0.2813 -1.3850 -2.3005
C13 1.3162 -1.7957 -3.0722
N3 1.4236 -3.0673 -3.7222
O5 0.6355 -3.9159 -3.3617
O6 2.2638 -3.2154 -4.5919
C14 2.2567 1.6340 -2.4125
H1 7.3045 -1.0518 0.7405
H2 5.6080 -0.7887 1.1650
H3 6.3344 0.1247 -0.1524
H4 5.7903 -2.9194 -0.1156
H5 6.6410 -2.0992 -1.4235
H6 5.5851 -0.9235 -3.2559
H7 4.7893 0.3946 -2.3621
H8 3.6226 -1.6087 -4.3787
H9 3.5748 0.1523 -4.4817
H10 -0.6158 -1.9155 -2.0455
H11 2.6822 1.9146 -3.3769
H12 3.0408 1.6674 -1.6545
H13 1.4988 2.3612 -2.1354
F1 1.4651 6.4878 1.9428
C15 2.2253 5.4949 1.4842
C16 1.9743 4.2235 1.7971
N4 2.7566 3.1806 1.3372
C17 2.4211 1.8259 1.7384
C18 1.0882 1.3647 1.1713
O7 0.5010 0.4465 1.7775
O8 0.7025 1.9279 0.1168
C19 3.8024 3.3980 0.4736
O9 4.4815 2.5064 -0.0083
N5 4.0343 4.7222 0.1769
C20 3.3467 5.8547 0.6238
O10 3.6799 6.9665 0.2998
H14 1.1358 3.9547 2.4249
H15 2.4178 1.7343 2.8240
H16 3.1796 1.1583 1.3298
H17 4.8131 4.8983 -0.4417
C21 0.2329 -3.7200 0.1854
Si1 -0.1617 -2.5773 1.6205
C22 1.4075 -2.1975 2.5596
C23 -1.2769 -3.4735 2.8382
Ge1 -1.3321 -0.4849 0.8731
Si2 -2.5408 0.4545 2.8244
C24 -3.5506 -0.8735 3.6872
C25 -1.2825 1.1326 4.0408
C26 -3.6631 1.8617 2.3532
Si3 -3.6117 -2.0019 0.0851
C27 -4.9898 -0.7496 0.1467
C28 -3.1314 -2.4499 -1.6580
C29 -4.1413 -3.5426 0.9992
H18 0.2994 -4.7569 0.5256
H19 1.1968 -3.4583 -0.2563
H20 -0.5101 -3.6900 -0.6097
H21 1.7840 -3.1312 2.9895
H22 1.2303 -1.4885 3.3676
H23 2.1627 -1.7832 1.8963
H24 -0.9878 -4.5284 2.8411
H25 -2.3358 -3.4217 2.6052
H26 -1.1327 -3.0895 3.8496
H27 -2.9459 -1.6940 4.0705
H28 -4.3193 -1.2880 3.0327
H29 -4.0635 -0.4121 4.5358
H30 -0.4988 0.4197 4.2965
H31 -1.8016 1.4275 4.9569
H32 -0.8117 2.0212 3.6167
H33 -4.5008 1.5572 1.7253
H34 -3.0948 2.6129 1.8077
H35 -4.0749 2.3296 3.2525
H36 -4.6695 0.2510 -0.1351
H37 -5.4566 -0.7031 1.1317
H38 -5.7488 -1.0683 -0.5768
H39 -2.8339 -1.5620 -2.2143
H40 -4.0172 -2.8660 -2.1512
H41 -2.3482 -3.2080 -1.7025
H42 -4.3111 -3.3971 2.0652
H43 -3.4446 -4.3700 0.8636
H44 -5.0980 -3.8272 0.5478

These are the Löwdin partial charges, in e, on atoms 1 to 2: 0.93 0.66



E_tot list, top to bottom, in hartree: -6653.823214 -5862.407366 -3520.212260 -6173.308314 -7552.486332
Molar mass list, top to bottom, in g/mol: 818.13 982.13 949.09 1016.00 1075.35